DFT (ωB97M-V/def2-TZVPD) results for C56H48IrN3O3P3S3Sb as an isolated structure.

LUMO energy (alpha / beta), Ha: -0.1902 / -0.1902
Energy relative to the best compared isomer or geometry (same formula, charge and spin), kcal per mole: 13.08
E_HOMO (alpha / beta), Ha: -0.394 / -0.394
Charge: +2
Electronic energy, eV: -139200.3722
Gap between HOMO and LUMO (alpha / beta), eV: 5.5 / 5.5

Cartesian coordinates (Å):
Ir -0.086 0.890 -0.438
O -1.176 3.955 -0.358
C -0.316 4.964 -0.101
C -0.661 6.263 0.248
C 0.351 7.193 0.430
C 1.685 6.836 0.266
C 2.002 5.518 -0.005
C 1.003 4.554 -0.159
P 1.484 2.792 -0.278
C 2.409 2.585 1.284
C 2.143 3.406 2.380
C 2.800 3.200 3.586
C 3.725 2.174 3.719
C 3.984 1.338 2.641
C 3.326 1.536 1.435
C 2.718 2.950 -1.602
C 4.090 2.974 -1.368
C 4.971 3.174 -2.425
C 4.489 3.347 -3.714
C 3.118 3.337 -3.949
C 2.236 3.138 -2.899
C -2.517 4.020 -0.475
C -3.218 5.060 -1.073
C -4.601 5.022 -1.057
C -5.275 3.960 -0.459
C -4.555 2.892 0.038
C -3.156 2.895 0.011
P -2.262 1.345 0.404
C -3.444 0.210 -0.446
C -3.398 0.466 -1.740
C -3.881 -2.100 -2.612
C -4.161 -2.642 -1.437
C -4.633 -1.988 -0.214
C -4.294 -0.777 0.236
C -2.583 1.111 2.159
C -2.532 -0.169 2.704
C -2.814 -0.361 4.048
C -3.118 0.727 4.857
C -3.146 2.006 4.321
C -2.881 2.202 2.972
H -1.694 6.550 0.379
H 0.090 8.210 0.695
H 2.468 7.575 0.374
H 3.042 5.223 -0.085
H 1.427 4.212 2.299
H 2.585 3.847 4.427
H 4.242 2.027 4.659
H 4.700 0.532 2.739
H 3.518 0.875 0.601
H 4.484 2.862 -0.367
H 6.036 3.204 -2.235
H 5.178 3.507 -4.533
H 2.736 3.499 -4.949
H 1.171 3.142 -3.087
H -2.689 5.879 -1.541
H -5.159 5.828 -1.515
H -6.355 3.959 -0.407
H -5.082 2.033 0.439
H -2.788 1.285 -2.095
H -3.504 -2.695 -3.433
H -4.011 -3.717 -1.367
H -5.262 -2.600 0.425
H -4.672 -0.478 1.207
H -2.306 -1.015 2.064
H -2.804 -1.360 4.469
H -3.347 0.576 5.904
H -3.386 2.853 4.950
H -2.922 3.199 2.553
O 0.724 0.282 1.844
N 0.931 -1.108 1.858
C 0.251 -1.669 2.766
C 0.302 -3.133 2.753
C 0.404 -3.816 3.961
C 0.765 -5.151 3.982
C 1.049 -5.803 2.789
C 0.904 -5.139 1.582
C 0.482 -3.806 1.542
P 0.255 -3.121 -0.143
C -0.793 -4.317 -1.025
C -1.408 -5.403 -0.404
C -2.240 -6.247 -1.130
C -2.458 -6.022 -2.480
C -1.860 -4.932 -3.103
C -1.049 -4.075 -2.380
C 1.952 -3.302 -0.773
C 2.219 -3.825 -2.036
C 3.530 -4.096 -2.417
C 4.575 -3.858 -1.538
C 4.315 -3.323 -0.281
C 3.014 -3.038 0.099
H 1.611 0.622 1.627
H -0.293 -1.111 3.515
H 0.254 -3.277 4.889
H 0.864 -5.672 4.925
H 1.381 -6.833 2.799
H 1.122 -5.666 0.660
H -1.259 -5.601 0.647
H -2.712 -7.086 -0.635
H -3.095 -6.690 -3.046
H -2.032 -4.746 -4.156
H -0.625 -3.206 -2.870
H 1.415 -4.059 -2.718
H 3.726 -4.524 -3.392
H 5.591 -4.099 -1.826
H 5.129 -3.151 0.414
H 2.813 -2.633 1.082
S -4.120 -0.398 -3.071
Sb -1.584 -0.225 -4.149
S -0.615 1.352 -2.722
S -0.835 -1.462 -0.585
N 3.936 -0.353 -1.726
C 2.619 -0.162 -1.911
N 2.164 -0.192 -3.170
O 1.876 -0.002 -0.901
H 4.528 -0.634 -2.488
H 4.263 -0.545 -0.796
H 2.822 -0.129 -3.929
H 1.251 0.221 -3.323

These are the Mulliken partial charges, in e, on atoms 1 to 5: atom 1 (Ir): 2.72, atom 2 (O): 0.52, atom 3 (C): 0.45, atom 4 (C): -1.02, atom 5 (C): -0.76